Below is an isolated molecule of C6H10Se, with properties calculated with ωB97M-V with the def2-TZVPD basis set.

```
17
Properties=species:S:1:pos:R:3:lowdin_charge:R:1
Se 2.12212 -0.26973 0.02279 0.6199
C 0.71334 2.31379 -0.20919 -0.1806
C 0.62549 0.92964 0.35900 -0.7834
C -0.78354 0.35111 -0.11708 -0.2326
C -0.76681 -2.13529 0.31581 -0.2172
C -1.18154 -0.81508 0.68232 -0.0792
C 0.08991 -2.44228 -0.71323 -0.0079
H 0.51634 -3.42357 -0.52665 0.0612
H -0.85902 -2.84815 1.15202 0.1053
H 0.27751 -1.88031 -1.68335 0.0690
H 0.71255 1.01397 1.37583 0.0269
H -1.77648 -0.68812 1.65688 0.1370
H -1.35050 1.30153 0.03027 0.1093
H 1.59853 2.87193 0.21344 0.0946
H 0.86035 2.61174 -1.28596 0.1029
H -0.12155 2.82460 0.02168 0.0174
H -0.67670 0.28422 -1.29458 0.1576
```

Properties
ΔE to the lowest compared entry with this formula, charge and spin ... 2.504 eV
LUMO (spin up / spin down) ... -1.6 / -1.6 eV
HOMO-LUMO gap (spin up / spin down) ... 6.0422 / 6.0435 eV

Below is a cluster of 2 separate species, C7H15NO2S in total, with properties calculated with ωB97M-V with the def2-TZVPD basis set.

```
26
Properties=species:S:1:pos:R:3:lowdin_charge:R:1
S 0.61989 -1.91085 1.09779 0.6107
O -0.27855 -2.09046 2.16540 -0.3078
O 0.79213 -3.10079 0.30629 -0.3357
N 0.06017 2.88973 -0.07909 -0.1217
C 0.08124 -0.55913 -0.13029 -0.2910
C 1.83005 2.41611 1.54108 -0.0645
C -1.13244 -1.06038 -0.94859 -0.0982
C -0.40640 3.43774 -1.18623 -0.0514
C 1.16792 2.30809 0.18243 -0.2784
C 2.23060 -1.51717 1.79813 -0.1357
C 0.22642 -0.91280 -1.54412 -0.1767
H 2.20780 -0.65896 2.39061 0.0122
H -1.75628 -0.22158 -1.09745 0.0803
H 2.72229 3.02762 1.82283 0.0880
H -0.43489 3.14096 0.75851 0.1516
H 2.08637 1.36973 1.76981 0.0394
H -1.51934 3.89718 -1.22911 0.0991
H 3.01555 -1.41800 1.00930 0.0923
H 0.75440 -1.79705 -1.96603 0.1202
H -1.62680 -1.98261 -0.58875 0.1212
H 1.86180 2.33830 -0.65251 0.1282
H 0.36299 0.45205 0.17050 0.0580
H -0.11248 3.06088 -2.10834 0.0170
H 2.32266 -2.36706 2.48354 0.0729
H 1.02456 2.76870 2.17803 0.0669
H 0.32293 -0.12206 -2.28940 0.1034
```

Properties
ΔE to the lowest compared entry with this formula, charge and spin ... 4.946 eV
LUMO ... 0.7 eV
HOMO-LUMO gap ... 7.9375 eV

Below is a structure of composition C3H6OS2, with properties calculated with ωB97M-V with the def2-TZVPD basis set.

```
12
Properties=species:S:1:pos:R:3:lowdin_charge:R:1
S -1.81889 -0.58964 -0.30613 0.3440
S -3.03580 -1.51287 0.88372 0.2221
O -1.21334 -1.35935 -1.37724 -0.5429
C 1.41026 0.41662 -0.12890 -0.1348
C 0.55910 0.16839 0.82465 -0.1474
C 1.47517 -0.96378 0.27580 -0.1656
H -1.06566 2.17240 -0.73700 0.0030
H -1.39747 2.89128 -0.74070 0.0500
H 1.13747 -1.72749 -0.49852 0.0924
H 2.35146 -1.22417 0.91974 0.0912
H 1.87620 1.28502 -0.60124 0.1095
H -0.27851 0.44360 1.48579 0.0787
```

Properties
ΔE to the lowest compared entry with this formula, charge and spin ... 5.161 eV
LUMO (spin up / spin down) ... -1.8 / -1.8 eV
HOMO-LUMO gap (spin up / spin down) ... 7.7713 / 7.7707 eV

Below is the ion C5H8N with charge +1, with properties calculated with ωB97M-V with the def2-TZVPD basis set.

```
14
Properties=species:S:1:pos:R:3:lowdin_charge:R:1
N 2.35010 -0.52101 -0.32103 0.1276
C -2.70162 0.02690 -0.38175 -0.0609
C -0.30143 -0.49482 0.06371 0.0580
C 1.95273 0.75268 0.20225 -0.0577
C -1.50826 -0.22430 0.50053 -0.0845
C 0.94122 -0.27823 0.14785 -0.1636
H 2.94735 -1.06455 0.30139 0.1734
H 2.31117 0.82395 1.34788 0.1930
H -3.14049 -1.03973 -0.73195 0.1523
H -2.41869 0.54881 -1.20372 0.0306
H 2.69877 -0.60343 -1.35469 0.2413
H 2.00947 1.67713 -0.37883 0.1447
H -1.62819 -0.17765 1.56645 0.1271
H -3.51216 0.57425 0.24192 0.1187
```

Properties
ΔE to the lowest compared entry with this formula, charge and spin ... 4.677 eV
LUMO ... -4.2 eV
Charge ... +1
HOMO-LUMO gap ... 9.8194 eV

Below is an isolated molecule of C5H4N2, with properties calculated with ωB97M-V with the def2-TZVPD basis set.

```
11
Properties=species:S:1:pos:R:3:lowdin_charge:R:1
N 0.05860 -1.25216 0.76953 0.0262
N 1.17157 -0.54126 0.93320 -0.0341
C -0.88951 -0.59317 0.19420 -0.1086
C -0.03218 1.33936 0.19602 0.0561
C 1.08035 0.81361 0.76651 -0.1405
C -1.08259 0.35656 -1.99864 0.1969
C -0.67084 0.57853 -0.84575 -0.4106
H -1.86579 -1.05550 0.12586 0.1138
H 1.87431 -0.96724 1.51650 0.1434
H -1.52591 -0.08031 -2.85948 0.0455
H 1.88201 1.40157 1.20204 0.1118
```

Properties
ΔE to the lowest compared entry with this formula, charge and spin ... 6.823 eV
LUMO (spin up / spin down) ... -0.6 / -0.2 eV
HOMO-LUMO gap (spin up / spin down) ... 7.4532 / 8.0703 eV

Below is an isolated molecule of C4H9NO, with properties calculated with ωB97M-V with the def2-TZVPD basis set.

```
15
Properties=species:S:1:pos:R:3:lowdin_charge:R:1
O -0.65750 1.00793 0.39074 -0.0733
N 1.33762 0.05891 0.01596 -0.0270
C -1.13975 -0.29432 0.02156 -0.2760
C 0.69351 1.08760 0.32883 -0.2419
C -2.64828 -0.28547 0.01544 -0.0798
C 2.72004 -0.20580 -0.21499 -0.1328
H -0.73676 -1.03433 0.72321 0.1173
H 3.47125 0.51237 0.14819 0.0735
H -3.04428 -0.01346 0.99717 0.0759
H -0.73331 -0.55454 -0.96263 0.1152
H 2.83739 -0.32772 -1.29903 0.0785
H 1.02146 2.10891 0.57229 0.1423
H -3.03090 0.41691 -0.73042 0.0762
H 2.91937 -1.18760 0.23094 0.0741
H -3.00987 -1.28939 -0.23725 0.0780
```

Properties
ΔE to the lowest compared entry with this formula, charge and spin ... 1.707 eV
LUMO ... 1.1 eV
HOMO-LUMO gap ... 10.4276 eV

Question: Among the records above, which one has the highest ΔE to the lowest compared entry with this formula, charge and spin?
Answer: C5H4N2